1.
65
Properties=species:S:1:pos:R:3 method="wB97M-V/def2-TZVPD" gap_ev="5.0 / 4.8" de_lowest_kcal_mol=102.8 homo_energy_ev="-2.6 / -2.4" spin_multiplicity=2 charge=-1 s_squared=0.87
H -3.163 0.303 -5.924
H -2.135 -1.590 2.362
H -3.034 -0.667 -3.618
H -2.249 1.546 3.289
S -0.360 -3.023 1.731
C -2.157 1.803 2.245
C -1.620 3.011 1.724
H 0.543 -6.231 0.938
O -1.785 -3.168 4.745
H 4.209 3.433 -0.022
C 2.161 2.149 4.523
C 3.116 3.128 -1.813
S -0.349 -3.241 4.614
H 0.680 -2.783 -2.774
H 3.888 3.529 -2.458
H -2.343 -2.235 0.690
C 3.293 3.071 -0.469
C -2.144 -0.377 -4.163
H 2.070 1.989 5.588
C -2.203 0.167 -5.440
H 1.101 0.693 -5.969
C -1.038 0.543 -6.093
C 0.258 -0.153 -4.191
C -0.913 -0.545 -3.554
O 0.381 -2.026 4.880
H -2.650 -3.276 2.142
H -2.429 1.321 -1.037
H 1.687 2.683 -3.425
O 0.136 -0.502 1.052
C -2.553 1.001 1.152
C 2.283 2.541 0.379
H 4.149 3.040 4.587
C 0.026 -5.514 1.584
H 1.211 -0.248 -3.682
C -2.061 -2.465 1.717
N 1.105 2.025 -0.170
C 1.884 2.648 -2.362
C 0.423 -1.760 0.798
H -1.838 -5.923 1.363
H -1.192 3.817 2.299
C 0.193 0.384 -5.467
H 0.017 1.740 -1.915
C 2.332 2.459 1.771
C -1.685 2.944 0.318
C -0.311 -2.841 -2.322
H -1.038 -3.250 -3.025
H 0.627 -5.369 2.491
H -0.273 -3.412 -1.391
H 4.293 3.301 2.150
C 3.328 2.729 3.953
C 1.160 1.757 3.687
H -2.983 0.016 1.195
H -1.088 0.973 -7.086
C 0.952 2.126 -1.526
C -2.248 1.696 -0.042
H -1.308 3.689 -0.365
O -1.195 -6.119 2.055
H 0.269 1.279 4.076
H 1.481 -2.028 0.692
V -0.233 1.268 1.058
N 1.201 1.900 2.339
O -2.263 -1.317 -1.435
N -0.186 -4.327 0.818
S -0.836 -1.186 -1.869
C 3.409 2.874 2.605

=====

2.
63
Properties=species:S:1:pos:R:3 method="wB97M-V/def2-TZVPD" gap_ev="5.2 / 5.3" de_lowest_kcal_mol=32.0 homo_energy_ev="-10.2 / -10.2" spin_multiplicity=1 charge=+1
H -3.336 5.122 1.149
C -2.100 3.780 0.015
H 0.824 -3.983 -1.329
H -4.206 3.691 0.597
C 4.868 0.117 -0.289
H -3.659 1.578 4.117
H -2.657 4.322 -2.501
H 6.476 1.652 -2.839
H 2.078 -5.663 3.381
H 2.575 -3.814 -1.050
H -2.459 -2.742 -1.574
H -2.032 0.471 -4.209
H 4.147 2.043 -3.562
H -1.088 -1.228 -2.964
C 1.727 -5.059 2.571
C -1.453 -0.876 -1.999
C -2.570 1.206 1.283
H -3.032 -1.386 -0.610
C -2.691 -1.681 -1.601
C 1.588 -3.543 -0.685
N 2.667 -0.701 1.209
H -2.671 2.840 -4.459
C -2.443 3.272 -2.377
H -0.058 -0.799 4.320
H -0.669 -1.033 -1.252
N 0.583 -4.315 2.640
C -2.170 2.785 -1.109
H 2.269 1.221 -2.192
C -1.917 0.371 4.747
C 5.656 1.285 -2.242
N 1.431 -4.003 0.664
O 1.236 0.142 -0.366
O 1.566 -0.924 1.874
H -1.992 0.337 5.817
H -3.479 1.739 1.049
H -0.048 -4.243 3.427
H -1.411 4.570 -0.294
C -2.785 1.010 3.867
H 5.057 -0.412 0.632
H -1.695 3.333 0.926
C -2.070 1.112 -3.340
H -3.824 4.980 -0.536
Rh -0.110 -0.204 1.053
C -1.764 0.583 -2.102
C 2.258 -4.857 1.339
C -1.864 1.404 -0.946
C -2.426 2.445 -3.487
H -3.497 -1.520 -2.313
N 2.489 -0.095 0.058
C 3.547 0.354 -0.700
C -2.256 0.803 2.576
C -0.900 -0.219 3.983
C -3.453 4.427 0.322
H 3.142 -5.261 0.890
C 5.907 0.582 -1.068
H 6.927 0.399 -0.766
S -0.940 -2.731 1.053
N -1.104 0.034 2.686
N -1.707 0.852 0.307
C 0.402 -3.669 1.470
C 3.291 1.049 -1.890
C 4.346 1.509 -2.646
H 1.480 -2.458 -0.725

=====

3.
67
Properties=species:S:1:pos:R:3 method="wB97M-V/def2-TZVPD" gap_ev=6.0 homo_energy_ev=-1.9 spin_multiplicity=1 charge=-2
H 1.962 0.692 2.603
C 0.860 4.465 -5.744
H 2.417 -2.126 -2.873
H 1.948 4.409 -5.837
N 0.170 1.062 1.622
O -1.049 -3.815 -0.502
O -1.038 -3.371 1.677
H 1.340 2.937 4.062
C -3.267 2.198 -0.955
H -3.068 2.155 2.870
H 1.212 1.804 -5.071
C 1.632 -2.334 4.374
H 3.476 -1.919 5.060
N 1.686 -0.184 -3.071
C -4.393 2.364 1.186
N 0.433 0.290 -3.151
C -0.603 2.301 -2.211
Rb 0.164 -1.492 0.122
N 1.023 -3.254 3.598
C 1.547 -1.501 -3.001
H 1.571 -3.653 2.835
O 2.844 -6.217 1.458
C -3.154 2.183 1.789
H 3.689 -2.357 1.748
H -1.533 -0.458 -3.143
H -5.943 1.529 2.445
C 0.351 3.718 -4.544
C -5.653 2.483 1.997
N -0.769 2.007 1.779
H 0.470 -5.780 0.081
C 0.625 2.366 -4.352
C -0.484 -0.699 -3.135
O 1.087 -1.536 5.124
H -6.484 2.814 1.370
C 2.789 -4.994 1.172
H -3.327 2.197 -2.037
H 4.631 -4.487 2.132
H -5.354 2.531 -0.727
H -1.486 4.209 -1.724
C 4.138 -4.254 1.181
N -0.896 1.620 -1.084
C -4.412 2.387 -0.205
H -0.679 5.386 -3.684
C -0.430 2.884 2.749
H -0.216 -2.877 -2.905
H 4.762 -4.732 0.419
C -2.001 1.966 -0.372
N 3.034 -2.358 4.268
C -1.994 2.025 1.046
H 0.064 -3.138 3.272
H 3.504 -2.638 0.189
N 1.737 -4.257 0.876
N 4.145 -2.808 0.960
H -1.081 3.714 2.964
C 1.103 1.339 2.519
C 0.485 -5.030 0.879
H 3.446 -3.240 4.002
C 0.159 1.687 -3.247
H 0.352 -5.565 1.829
H 0.596 5.522 -5.680
C 0.777 2.483 3.266
C 0.196 -1.890 -3.041
H -5.550 3.203 2.813
C -0.435 4.332 -3.573
C -0.665 -4.041 0.672
C -0.905 3.664 -2.458
H 0.441 4.084 -6.680

=====

Number 1: energy -3648.40970 Eh. Number 2: energy -1956.89297 Eh. Number 3: energy -1787.45975 Eh.